Computed, not measured: an isolated molecule of C5H12N2O in a non-equilibrium geometry, with ωB97M-V/def2-TZVPD.

SMILES string: CCCCNC(N)=O
Frontier orbital gap, eV: 10.5
HOMO level, eV: -9.551

Positions of all 20 atoms, in Å:
C1 0.637460 -0.993449 -3.364274
C2 0.950817 -1.194354 -1.872704
C3 0.877142 0.112598 -1.116153
C4 -0.527165 0.381776 -0.505285
N1 -0.795668 -0.263205 0.740285
C5 -0.473855 0.340465 1.954683
N2 -0.528037 1.743320 2.006362
O1 -0.177063 -0.313762 2.935570
H1 0.386527 -1.884790 -3.934524
H2 -0.227436 -0.317210 -3.460168
H3 1.415215 -0.369555 -3.809983
H4 1.948476 -1.653740 -1.891529
H5 0.312017 -1.937225 -1.383767
H6 1.151763 1.013699 -1.669946
H7 1.620712 -0.005311 -0.312362
H8 -1.249990 0.027951 -1.259931
H9 -0.643698 1.461322 -0.530488
H10 -0.575890 -1.228481 0.837994
H11 -1.406510 2.171428 1.731645
H12 -0.264598 2.075790 2.909779

Forces on atoms 1 to 3 (eV/Å):
-1.2 1.1 0.4
0.4 -0.5 -1.4
0.3 -0.2 1.4



Computed, not measured: a structure of composition C5H12N2O2 in a non-equilibrium geometry, with ωB97M-V/def2-TZVPD.

Frontier orbital gap, eV: 9.2
HOMO level, eV: -8.558

Positions of all 21 atoms, in Å:
C1 -0.688079 0.486716 1.033517
C2 -0.451132 -0.285463 -2.026939
C3 -0.853889 1.975455 0.769214
C4 -0.374366 -1.188085 -0.828249
N1 -1.260787 -2.084542 -0.599825
H1 -1.009879 -2.727679 0.148263
H2 -0.656755 0.283492 2.108183
H3 -1.637755 -0.005199 0.823490
H4 -0.000804 -0.788243 -2.889328
H5 -1.497242 -0.059059 -2.229744
H6 0.100840 0.639135 -1.862997
H7 -1.740858 2.375361 1.272786
H8 -0.997507 2.140446 -0.302970
H9 -0.000885 2.575682 1.097445
C5 1.239099 0.231967 0.614949
N2 1.033500 -1.356398 -0.322071
O1 1.733639 -0.260885 1.781925
O2 1.796580 1.122234 0.009519
H10 2.415565 0.373440 2.060407
H11 1.081690 -2.095034 0.374679
H12 1.769026 -1.353344 -1.032253

Forces on atoms 1 to 3 (eV/Å):
1.8 1.1 1.1
-0.2 0.5 0.6
-0.2 0.1 0.0



Computed, not measured: a cluster of 2 separate species, C5H12N2O2 in total in a non-equilibrium geometry, with ωB97M-V/def2-TZVPD.

SMILES string: CCC(N)=O.CC(N)=O
Frontier orbital gap, eV: 10.2
HOMO level, eV: -9.487

Positions of all 21 atoms, in Å:
C1 -1.348571 -1.702080 -2.243213
C2 -0.769551 -1.132687 -0.930591
C3 0.548708 -1.679787 -0.486727
N1 1.306283 -2.265037 -1.478262
O1 1.055880 -1.539390 0.611010
H1 -2.136286 -1.104727 -2.665116
H2 -1.557359 -2.746738 -2.137845
H3 -0.778738 -1.382553 -3.159730
H4 -0.850966 -0.050680 -0.981385
H5 -1.491640 -1.431533 -0.174817
H6 2.049663 -2.894742 -1.249057
H7 0.935566 -2.377249 -2.399968
C4 -0.130685 1.965419 2.648116
C5 -0.282658 2.067266 1.136716
N2 0.781784 1.824281 0.337915
O2 -1.254569 2.669513 0.692162
H8 0.135400 0.976654 3.036159
H9 -1.030226 2.085328 3.233542
H10 0.622591 2.685959 2.940424
H11 0.912359 2.176363 -0.585109
H12 1.552528 1.256779 0.657557

Forces on atoms 1 to 3 (eV/Å):
1.4 1.7 -1.1
-1.8 -0.4 -0.7
2.1 0.3 -0.7



Computed, not measured: a structure of composition C5H12N2O2Pb in a non-equilibrium geometry, with ωB97M-V/def2-TZVPD.

Total charge: +2
Frontier orbital gap (alpha / beta), eV: 4.4 / 4.8
HOMO level (alpha / beta), eV: -16.549 / -16.661

Positions of all 22 atoms, in Å:
Pb1 0.208034 0.871481 -1.132426
C1 -0.861810 2.227077 -2.571456
H1 -1.925476 2.171303 -2.278517
H2 -0.479106 3.263919 -2.485953
H3 -0.808398 1.876427 -3.621332
H4 1.974407 -0.929508 0.086079
H5 1.862186 -1.290148 0.715080
C2 -0.926164 -2.514344 2.890463
C3 -0.744240 -1.402367 1.919664
N1 -0.545389 -1.591311 0.609381
O1 -0.419904 -3.009843 0.370885
C4 -0.757734 -0.036276 2.314964
C5 -0.912121 0.465628 3.695154
N2 -0.599145 0.807021 1.251640
O2 -0.516124 2.070410 1.465754
H6 -0.847004 -3.472713 2.367911
H7 -1.917820 -2.445382 3.368211
H8 -0.170167 -2.473248 3.691507
H9 -0.181739 -3.083464 -0.579424
H10 -0.010707 0.991178 4.050516
H11 -1.774088 1.145239 3.777581
H12 -1.086230 -0.384861 4.367282

Forces on atoms 1 to 3 (eV/Å):
0.6 0.2 -1.0
-0.8 0.3 -0.2
0.3 0.3 0.0



Computed, not measured: an isolated molecule of C5H12N2O2S in a non-equilibrium geometry, with ωB97M-V/def2-TZVPD.

Frontier orbital gap (alpha / beta), eV: 8.1 / 8.4
HOMO level (alpha / beta), eV: -7.637 / -10.510
Spin multiplicity: 3

Positions of all 22 atoms, in Å:
C1 -0.231986 1.550823 -0.391523
C2 -0.633777 -0.600941 0.649878
C3 -0.966736 0.161852 -0.645197
C4 -0.364957 -0.503546 -1.920785
C5 -2.429226 0.371713 -0.903940
N1 0.420152 0.169156 1.380310
N2 2.601772 0.062293 2.539773
O1 1.832697 -1.789171 0.993847
O2 2.561356 0.362873 0.024926
S1 1.932643 -0.383646 1.091590
H1 0.785875 1.579178 -0.673814
H2 -0.857241 2.233464 0.083720
H3 -1.545448 -0.730721 1.158670
H4 -0.305766 -1.630746 0.383551
H5 0.693800 -0.258165 -1.675156
H6 -0.866498 0.011700 -2.727545
H7 -0.667050 -1.544848 -1.926761
H8 -2.663203 -0.557097 -1.234585
H9 -2.602516 1.040831 -1.794944
H10 -2.842114 0.782320 0.000819
H11 3.512255 0.524927 2.556308
H12 2.635970 -0.852249 3.030858

Forces on atoms 1 to 3 (eV/Å):
-2.2 -2.6 -2.5
1.9 -1.0 -0.8
2.2 3.2 -0.9



Computed, not measured: a cluster of 2 separate species, C5H12N2S in total in a non-equilibrium geometry, with ωB97M-V/def2-TZVPD.

Frontier orbital gap (alpha / beta), eV: 6.9 / 5.6
HOMO level (alpha / beta), eV: -6.007 / -7.621
Spin multiplicity: 3

Positions of all 20 atoms, in Å:
C1 2.499471 -0.066856 0.191090
C2 3.206645 1.235983 0.045910
C3 -2.384675 -0.421093 -1.184406
C4 -2.148139 -0.492527 1.319374
C5 -2.010429 0.278869 0.042813
N1 1.223870 -0.100997 0.086650
N2 0.339915 -0.999375 -0.103078
S1 -1.339543 1.760889 -0.138344
H1 2.884921 -1.098180 -0.008622
H2 3.389315 1.640029 0.943949
H3 2.677699 1.994443 -0.601566
H4 4.030634 1.199829 -0.587578
H5 -2.038227 0.003202 -2.136130
H6 -1.871511 -1.361255 -1.245132
H7 -3.358957 -0.410548 -1.378566
H8 -1.768556 -1.388487 1.060950
H9 -3.236535 -0.719179 1.678495
H10 -1.698613 0.092172 2.072899
H11 0.766911 -1.948150 -0.241192
H12 0.835813 0.801228 0.182476

Forces on atoms 1 to 3 (eV/Å):
1.3 -2.1 -1.2
-2.3 -0.3 -3.0
3.8 0.4 -1.5



We obtain energy above the lowest of the compared OMol25 structures with the same formula, charge and spin values of 56.8, 391.1, 82.6, 95.4, 0.0, 160.6 kJ/mol for the records listed above, in that order.
We obtain E_tot values of -382.4809, -457.5999, -457.7174, -649.6002, -855.6854, -705.1653 hartree for the records listed above, in that order.